Molecular formula: C96H212N8O20
Method: DFT, ωB97M-V with the def2-TZVPD basis set

Electronic energy = -5726.9561 Eh
2S+1 = 1
Charge = 0
Orbital gap = 8.0651 eV

The geometry in XYZ format:
```
336
Properties=species:S:1:pos:R:3:forces:R:3
C 14.1027 20.3631 16.9484 0.03 -0.63 1.43
C 12.8488 21.2575 16.8372 0.93 -0.36 -0.12
C 13.0640 22.1291 15.6207 -0.71 0.52 -0.85
C 12.9105 21.4072 14.2927 0.50 -0.68 0.55
C 11.5848 20.6483 14.2209 0.75 0.46 0.79
C 11.2050 19.8611 15.5407 -0.01 -0.71 -0.83
N 11.6118 20.5383 16.7772 -1.67 0.64 -0.79
O 11.2441 19.8873 18.0250 0.66 -0.05 -1.56
C 9.6539 19.6955 15.4322 0.63 0.11 1.24
C 11.8384 18.4584 15.3533 0.13 -0.91 0.44
C 12.7550 22.2130 18.0169 0.44 -1.06 0.21
H 14.0445 19.8210 17.8922 -0.04 -0.01 0.38
H 15.0152 20.9550 17.0198 0.08 0.07 -0.23
H 14.2323 19.5336 16.2533 -0.15 0.54 -0.56
H 12.3583 22.9587 15.6628 -0.09 0.23 -0.01
H 14.0738 22.5261 15.7240 -0.03 0.21 -0.10
H 13.7437 20.7054 14.2569 0.08 -0.31 -0.22
H 13.0544 22.0564 13.4290 -0.17 0.18 0.06
H 11.6822 19.8947 13.4395 -0.34 0.11 -0.11
H 10.8168 21.3663 13.9332 -0.26 -0.12 0.19
H 9.4128 19.0319 14.6017 -0.13 0.12 0.08
H 9.2645 19.3081 16.3737 0.06 -0.59 -0.07
H 9.1310 20.6491 15.3586 0.29 0.18 -0.47
H 11.5205 18.0763 14.3832 -0.17 -0.35 0.16
H 12.9124 18.2785 15.4007 0.41 1.19 -0.45
H 11.6281 17.7421 16.1475 -1.11 0.03 0.11
H 11.8168 22.7654 17.9652 0.26 0.34 -0.11
H 13.6649 22.8121 17.9827 -0.24 0.39 0.44
H 12.7228 21.5803 18.9039 0.22 0.38 0.33
H 10.6186 20.5192 18.3870 -0.17 -0.01 0.11
C 15.4987 12.5099 18.9853 0.10 0.05 -1.65
C 14.5577 11.8754 19.9719 0.57 0.21 1.28
C 14.6974 12.8400 21.1958 -1.82 0.31 0.94
C 13.5579 12.6908 22.2808 0.00 -0.63 -1.09
C 12.1629 12.8039 21.5927 1.80 0.10 -0.42
C 12.0160 11.9174 20.3223 -1.86 -1.07 -0.49
N 13.1719 11.9144 19.4290 1.79 1.94 1.85
O 13.0596 11.0810 18.3335 -0.35 -1.00 -0.23
C 11.5461 10.4737 20.7274 -0.24 1.30 0.26
C 10.8707 12.5909 19.4918 0.42 -0.29 0.13
C 15.1112 10.4853 20.4299 -1.23 0.66 -0.21
H 15.5628 12.0172 18.0151 -0.10 -0.57 0.05
H 16.5277 12.5637 19.3406 -0.08 0.18 0.28
H 15.1236 13.4929 18.7004 0.14 0.30 0.37
H 15.6709 12.7750 21.6818 0.10 -0.57 -0.16
H 14.6823 13.8694 20.8379 -0.27 0.17 -0.17
H 13.6478 13.4030 23.1011 0.10 0.33 -0.22
H 13.6570 11.7259 22.7780 -0.01 -0.28 -0.08
H 12.0770 13.8452 21.2824 -0.14 0.16 -0.09
H 11.3424 12.5964 22.2796 0.05 -0.10 -0.08
H 10.8084 10.6407 21.5122 0.08 -0.25 0.34
H 10.9561 9.9953 19.9456 0.66 -0.25 -0.25
H 12.3823 9.8946 21.1191 -0.21 -0.27 -0.17
H 11.3232 13.4962 19.0871 -0.37 0.30 0.09
H 10.5010 12.0250 18.6367 0.34 -0.34 0.01
H 9.9829 12.7873 20.0930 0.14 0.25 0.24
H 16.2004 10.4892 20.3907 -0.10 -0.20 -0.12
H 14.6422 9.7187 19.8130 0.44 -0.21 -0.07
H 14.7927 10.3298 21.4607 0.10 -0.25 0.05
H 12.6827 11.6452 17.6544 -0.03 0.29 -0.33
C 19.3753 20.2964 22.6652 0.18 -0.37 1.78
C 18.4754 20.8534 21.5700 0.01 -0.78 0.27
C 17.8940 19.5811 20.8563 0.34 1.23 -1.83
C 16.9121 20.0024 19.7615 -0.81 0.88 1.34
C 15.7432 20.6866 20.5357 -0.36 -0.57 -0.65
C 16.0909 21.8747 21.5121 0.92 0.22 -0.37
N 17.3696 21.6040 22.2140 -0.01 -2.14 0.01
O 17.8307 22.6717 23.0281 -0.16 0.21 -0.91
C 16.2305 23.1732 20.6479 -0.82 -0.32 -0.20
C 15.0420 21.9713 22.6285 -0.78 0.19 -0.54
C 19.3129 21.6722 20.6305 1.30 1.30 -1.86
H 19.8488 21.0274 23.3205 -0.06 0.58 -0.24
H 20.2077 19.6264 22.4498 -0.13 0.17 -1.09
H 18.7815 19.7004 23.3583 -0.44 -0.06 0.04
H 18.6717 19.0940 20.2682 0.70 -0.18 0.65
H 17.4346 18.8434 21.5142 0.01 0.32 0.22
H 16.6544 19.1599 19.1196 -0.73 -0.21 0.44
H 17.3070 20.6987 19.0217 0.54 0.28 0.27
H 15.1624 19.9112 21.0352 0.28 -0.18 0.60
H 15.0110 21.0041 19.7932 -0.05 0.69 0.06
H 15.3626 23.8281 20.7259 -0.01 0.22 0.61
H 17.1483 23.7234 20.8550 -0.16 -0.02 0.03
H 16.1540 22.9231 19.5897 0.64 -0.19 -0.07
H 15.1622 22.8646 23.2414 0.37 -0.19 0.15
H 14.0265 22.0555 22.2416 -0.08 0.14 -0.51
H 14.9919 21.0585 23.2222 0.51 0.08 0.17
H 20.0976 21.1327 20.1001 0.01 -0.81 0.23
H 19.8967 22.5108 21.0100 -0.19 -0.08 1.18
H 18.8612 22.2034 19.7928 -1.05 -0.40 0.03
H 18.0556 22.2355 23.8532 -0.15 -0.04 0.17
C 16.6781 22.2345 14.0617 0.17 0.14 -0.38
C 18.1317 22.7064 14.2752 0.14 2.00 0.20
C 18.3015 24.0478 13.4859 -1.38 2.16 0.59
C 17.5897 25.3197 14.1365 1.46 -1.23 0.01
C 18.1067 25.4741 15.5555 -0.90 -0.94 -0.36
C 18.0859 24.2031 16.4509 -0.87 0.05 0.03
N 18.5895 23.0064 15.6932 0.12 1.99 -1.72
O 18.7612 21.8619 16.4863 -0.10 0.07 -0.01
C 19.0215 24.5783 17.6541 0.33 -1.38 -1.00
C 16.6523 23.9428 16.9797 -0.17 0.59 0.51
C 19.0823 21.7170 13.6170 -0.56 -1.01 0.92
H 16.5811 22.0942 12.9851 -0.03 -0.28 -0.13
H 15.9252 22.9965 14.2636 0.14 0.03 0.49
H 16.4116 21.2902 14.5364 0.13 0.03 0.24
H 19.3400 24.3675 13.3996 0.22 -0.46 0.12
H 17.8851 24.0706 12.4789 0.15 -0.99 -0.21
H 16.5027 25.3860 14.0900 -0.08 -0.64 -0.06
H 17.9349 26.2487 13.6828 0.00 -0.17 -0.69
H 17.3608 26.1936 15.8933 0.75 0.37 1.21
H 19.1353 25.8298 15.4970 -0.11 0.34 0.25
H 19.0007 23.8203 18.4371 -0.42 0.27 0.23
H 20.0464 24.5221 17.2873 0.18 0.20 -0.19
H 18.8667 25.5953 18.0145 -0.37 -0.22 0.08
H 16.4686 24.5905 17.8370 0.27 -0.21 0.49
H 15.7976 24.2479 16.3760 0.30 -0.24 -0.90
H 16.5068 22.9025 17.2707 0.11 -0.01 0.10
H 18.7911 21.5808 12.5755 0.26 0.08 -0.02
H 18.8977 20.7780 14.1388 0.11 -0.42 -0.23
H 20.1498 21.9002 13.7393 -0.09 0.53 -0.15
H 19.7171 21.8408 16.4006 0.21 -0.74 0.59
C 21.9157 15.3470 22.0091 -0.66 -0.28 -0.91
C 21.1728 15.3485 23.3745 -0.33 -0.28 -1.80
C 20.2089 16.5660 23.4121 -0.06 0.33 0.63
C 18.9278 16.4436 22.6622 -1.43 -2.04 -0.34
C 18.2180 15.1708 23.2753 0.62 0.56 -0.19
C 18.9898 13.8510 23.1641 1.13 -0.33 -0.65
N 20.4191 14.0561 23.5983 -1.74 3.47 1.56
O 21.1992 12.9299 23.5837 -0.06 -0.29 -0.64
C 18.3803 12.8230 24.0962 0.22 -0.91 0.73
C 18.8883 13.2541 21.7237 -0.12 0.38 0.75
C 22.2034 15.5555 24.4396 0.37 -0.48 0.76
H 21.2189 15.0985 21.2086 -0.37 -0.13 -0.07
H 22.7090 14.6112 21.8769 0.15 -0.10 0.58
H 22.3070 16.3089 21.6777 0.17 0.24 0.58
H 19.9222 16.7005 24.4551 0.14 0.10 0.26
H 20.6708 17.5024 23.0992 0.73 -0.20 0.07
H 19.0910 16.4015 21.5853 0.10 -0.52 -0.24
H 18.2240 17.2729 22.7336 0.33 0.25 0.60
H 17.1974 14.9918 22.9368 -0.02 0.10 -0.33
H 18.1389 15.3842 24.3413 -0.10 0.08 0.19
H 17.2985 12.7811 23.9696 -0.06 0.10 0.26
H 18.7515 11.8049 23.9792 0.06 -0.11 -0.97
H 18.7035 12.9135 25.1333 -0.48 0.99 0.21
H 17.8956 12.8426 21.5413 -0.17 0.07 0.14
H 19.0490 14.0244 20.9695 0.38 -0.19 -0.16
H 19.5637 12.3998 21.6767 0.13 0.18 -0.51
H 22.8462 14.6785 24.5163 0.03 -0.07 -0.01
H 21.7222 15.6951 25.4076 0.08 0.10 0.08
H 22.8433 16.4056 24.2031 -0.11 0.14 0.02
H 21.1213 12.7565 22.6427 1.06 -1.16 -0.59
C 18.7838 15.5470 18.2359 -0.21 -0.17 0.98
C 18.1854 15.6696 16.8456 0.81 0.56 0.62
C 17.1981 16.7986 16.8021 0.40 1.73 0.22
C 17.7951 18.1814 16.8493 0.06 -1.29 -0.61
C 18.7900 18.2749 15.6906 0.30 0.74 1.15
C 19.8546 17.1398 15.6081 0.27 -0.55 0.25
N 19.2492 15.8015 15.8426 -2.70 2.48 -0.84
O 20.1615 14.7739 15.8103 0.53 -0.42 0.29
C 20.4159 17.0825 14.1441 -0.40 0.22 0.19
C 21.0309 17.4524 16.5804 -0.03 0.51 -0.94
C 17.2839 14.5124 16.5785 0.84 -2.31 0.12
H 19.5285 16.2782 18.5502 0.00 0.23 -0.51
H 19.2472 14.5714 18.3827 -0.10 -0.13 0.04
H 17.9578 15.6827 18.9341 -0.03 -0.40 0.39
H 16.6754 16.7251 15.8484 -0.63 -0.09 0.18
H 16.5843 16.7798 17.7026 -0.63 -0.83 -0.50
H 18.2652 18.3187 17.8230 0.29 0.23 -0.01
H 16.9507 18.8677 16.7857 0.32 0.49 -0.23
H 19.2780 19.1996 15.9987 0.69 0.24 -0.96
H 18.2738 18.4357 14.7442 0.00 -0.18 -0.04
H 21.0003 16.1934 13.9073 0.13 -0.08 0.38
H 19.5780 17.0694 13.4471 -0.15 0.00 0.07
H 21.0338 17.9347 13.8611 -0.04 0.15 0.29
H 21.4343 18.3808 16.1759 0.34 -0.18 0.05
H 20.8280 17.6928 17.6240 -0.49 -0.38 -0.01
H 21.7832 16.6674 16.5039 0.04 0.02 0.16
H 16.4372 14.4041 17.2564 -0.08 0.66 -0.10
H 17.8805 13.6337 16.8238 -0.02 -0.60 -0.48
H 16.9739 14.4684 15.5345 -0.08 0.06 0.01
H 20.1410 14.6113 14.8644 0.59 -0.96 -0.20
C 16.6409 19.8318 10.6584 -0.31 -0.31 -0.56
C 16.3959 18.3634 11.1471 0.20 0.66 1.17
C 15.7732 18.4260 12.5989 0.72 0.69 -1.37
C 15.1181 17.1565 12.9944 -1.23 -0.19 -0.62
C 14.0761 16.6453 11.9564 1.34 -0.53 1.56
C 14.6189 16.5460 10.5061 -1.01 1.25 1.07
N 15.4335 17.7648 10.2157 -2.07 0.25 2.33
O 15.8162 17.8377 8.9124 1.12 -0.45 -1.50
C 15.4281 15.2813 10.3797 0.59 -0.21 -0.75
C 13.3630 16.6176 9.6214 0.17 -0.47 -0.25
C 17.7376 17.5826 11.1740 0.44 0.22 -1.01
H 15.7413 20.3293 10.2960 -0.58 -0.44 0.16
H 17.2590 19.8250 9.7606 0.48 0.04 0.26
H 16.9956 20.5448 11.4027 0.56 -0.53 0.21
H 16.5616 18.6722 13.3102 0.30 0.07 -0.09
H 15.0913 19.2754 12.6411 -0.35 -0.02 -0.12
H 14.5027 17.3443 13.8743 0.48 -0.34 0.51
H 15.8480 16.3601 13.1394 0.09 0.06 0.38
H 13.1126 17.1007 12.1855 0.03 0.67 -0.90
H 13.9329 15.6576 12.3946 -0.32 -0.56 -0.71
H 15.7577 15.1954 9.3443 0.04 -0.18 -0.13
H 16.3420 15.3656 10.9677 -0.11 -0.14 0.18
H 14.8986 14.3689 10.6540 -0.15 0.11 0.03
H 13.6095 16.7247 8.5650 -0.02 0.07 -0.01
H 12.7657 15.7100 9.7091 0.13 -0.24 0.08
H 12.7014 17.4179 9.9527 0.26 0.24 -0.14
H 18.6418 18.1817 11.2814 -0.20 0.59 0.22
H 17.8231 17.1992 10.1572 0.23 -0.39 -0.02
H 17.8992 16.7675 11.8793 -0.71 -0.10 0.10
H 15.1982 18.4236 8.4692 -0.12 0.21 0.06
C 20.0351 13.2246 10.8530 1.08 0.19 1.58
C 19.7500 12.2234 12.0457 0.42 -1.03 -2.09
C 19.7650 10.8102 11.2102 -1.35 1.65 2.31
C 19.7064 9.6247 12.1873 1.66 0.19 -0.56
C 20.7843 9.8040 13.3246 -0.64 -0.48 -0.72
C 20.9015 11.1459 14.0985 -1.43 -1.34 -1.06
N 20.8539 12.2148 13.0568 0.06 -1.83 -1.63
O 21.2048 13.4819 13.4770 -0.53 0.85 0.97
C 19.7413 11.1628 15.0994 -0.15 0.69 0.85
C 22.2397 11.0620 14.7952 0.00 0.90 0.50
C 18.3350 12.5577 12.5679 -0.61 -0.70 -0.31
H 20.1761 14.1707 11.3756 -0.27 0.54 -0.68
H 19.3145 13.2543 10.0357 -0.60 0.00 0.66
H 20.9578 13.0107 10.3135 0.40 -0.21 0.41
H 18.8359 10.9230 10.6516 -0.07 -0.42 -0.24
H 20.5728 10.8248 10.4785 0.25 -0.21 0.46
H 20.0469 8.7496 11.6338 0.01 -0.25 -0.02
H 18.6914 9.3423 12.4670 0.01 0.54 0.54
H 21.7653 9.5862 12.9022 0.03 0.17 -0.43
H 20.6460 8.9816 14.0265 -0.13 0.15 0.39
H 19.4473 12.1811 15.3541 -0.20 0.16 -0.26
H 18.8745 10.5806 14.7865 -0.03 0.24 -0.29
H 20.0066 10.7618 16.0776 0.38 -0.32 -0.04
H 22.3028 11.9182 15.4668 0.58 0.40 -0.27
H 22.3449 10.2305 15.4920 -0.44 -0.40 -0.34
H 23.0332 10.9831 14.0521 0.19 0.39 0.18
H 18.2221 13.3005 13.3576 0.52 0.17 -0.05
H 17.7720 11.6866 12.9030 0.36 -0.35 0.40
H 17.7121 12.8644 11.7276 0.14 0.42 -0.14
H 22.0223 13.6848 13.0165 0.43 0.16 -0.06
C 23.1267 22.5193 17.2340 0.27 0.76 -0.40
O 23.8842 21.6392 18.0762 -0.42 -0.04 -0.42
C 24.6755 20.6638 17.4173 -0.22 -0.31 -0.71
C 23.9188 19.7714 16.4591 -0.42 1.93 -1.21
O 23.6606 20.5271 15.2116 2.31 0.57 1.99
C 22.7848 19.9135 14.3779 -1.13 -1.32 -0.11
H 22.2288 22.1685 16.7253 -0.26 -1.03 0.53
H 23.6548 22.9100 16.3642 0.81 -0.09 0.18
H 22.8149 23.3933 17.8059 0.18 -0.24 0.43
H 25.1125 19.9276 18.0920 -0.24 0.49 0.94
H 25.5432 21.0938 16.9170 -0.05 0.40 -0.26
H 22.9498 19.5397 16.9012 0.04 -0.39 0.05
H 24.5447 18.8946 16.2931 -0.29 -0.28 -0.44
H 21.8060 19.9354 14.8570 -0.61 -0.14 -0.27
H 23.0792 18.8680 14.2864 -0.20 -0.38 -0.46
H 22.7003 20.3606 13.3875 0.35 0.28 0.14
C 25.7295 12.8296 22.3670 0.48 -0.76 -0.32
O 24.7622 12.2319 21.5121 0.99 0.83 -0.65
C 23.8794 11.4050 22.2075 0.63 1.16 0.86
C 22.7255 10.9192 21.3842 0.53 -0.02 1.02
O 21.8217 11.9452 20.9754 -0.07 -0.89 -1.17
C 22.1613 12.5675 19.7162 0.28 0.99 0.66
H 26.4540 13.3931 21.7791 -0.69 0.64 -0.17
H 26.4155 12.1050 22.8058 -0.26 -0.74 0.28
H 25.2793 13.3570 23.2080 -0.13 0.44 -0.21
H 23.5290 11.9994 23.0513 -0.57 -0.04 0.27
H 24.4601 10.6005 22.6589 -0.18 -0.69 -0.10
H 22.2574 10.3011 22.1503 -0.85 -0.19 -0.39
H 23.1252 10.2508 20.6215 -0.47 0.25 -0.63
H 22.4628 11.8985 18.9102 0.46 -0.36 0.46
H 22.8824 13.3343 19.9994 0.67 -0.29 -0.68
H 21.3708 13.1588 19.2541 -0.84 -0.34 0.67
C 13.3640 17.2160 22.3635 -0.38 -0.71 0.15
O 12.9011 17.0642 21.0458 1.37 -0.69 -1.08
C 13.9717 16.8420 20.0648 -0.63 2.25 0.14
C 13.3706 16.0631 18.9390 0.65 -2.56 1.26
O 14.2213 15.9278 17.8284 0.23 2.95 0.65
C 13.6283 15.2110 16.8260 0.61 -1.41 -0.87
H 12.4722 17.2016 22.9901 0.01 0.63 0.05
H 13.9903 18.0980 22.4976 -0.09 0.19 0.11
H 13.8985 16.3292 22.7042 0.50 -0.15 -0.14
H 14.9329 16.4971 20.4461 -0.32 -0.96 0.54
H 14.2838 17.8161 19.6883 -0.21 0.55 -0.18
H 12.3153 16.3081 18.8196 0.09 0.60 -0.75
H 13.3819 15.0334 19.2965 -0.83 -0.50 0.52
H 13.5362 14.1912 17.1996 -0.75 -0.38 -0.28
H 14.3619 15.1512 16.0220 -0.13 0.11 -0.27
H 12.6904 15.6170 16.4470 -0.19 0.02 0.13
C 24.0060 14.6061 14.6920 0.00 -1.26 -0.71
O 24.0658 14.5325 13.2237 -1.60 1.53 2.00
C 25.0071 13.6737 12.7003 0.28 -0.24 -1.41
C 24.8536 13.5480 11.1840 0.08 -0.89 -0.33
O 25.0594 14.6543 10.3258 -1.02 0.51 1.60
C 24.0098 15.6659 10.4090 0.86 -0.21 -0.30
H 23.9328 13.6065 15.1204 0.81 -0.55 -0.25
H 23.0436 14.9256 15.0920 -0.04 1.12 -0.81
H 24.8685 15.1230 15.1126 -0.14 0.17 -0.12
H 24.7600 12.6734 13.0558 0.75 -0.38 0.33
H 26.0374 14.0013 12.8389 0.16 -0.07 0.78
H 23.9435 12.9797 10.9917 -0.91 0.59 -0.25
H 25.5687 12.7873 10.8710 0.56 0.18 0.07
H 23.7971 16.1784 11.3471 0.67 -0.60 0.63
H 23.0573 15.2109 10.1372 -0.03 0.19 -0.65
H 24.4207 16.4567 9.7813 -0.69 -0.17 -0.54
C 25.4047 19.5865 22.9966 -0.47 0.14 -0.71
O 24.9895 20.9574 22.8685 0.01 -1.36 1.52
C 23.5751 21.1731 22.7573 1.20 1.39 -0.56
C 23.0907 20.8565 21.3708 -0.70 -0.82 0.31
O 22.3854 19.6018 21.3949 0.77 -0.02 -0.20
C 22.4255 18.9536 20.1354 -0.80 -0.25 0.80
H 25.4341 19.1969 21.9790 0.15 -0.50 -0.02
H 24.7419 18.9543 23.5876 -0.45 0.25 0.03
H 26.3829 19.4548 23.4589 0.12 0.71 -0.14
H 23.6003 22.2522 22.9087 -0.62 0.16 -0.14
H 22.8785 20.7724 23.4937 0.50 -0.61 0.37
H 23.9456 20.7610 20.7014 -0.05 0.40 -0.18
H 22.3824 21.6266 21.0649 0.10 0.14 -0.44
H 21.9946 19.6144 19.3832 0.13 -0.11 -0.39
H 21.8126 18.0621 20.2684 -0.26 0.03 -0.27
H 23.4094 18.5747 19.8591 0.38 0.39 -0.07
C 14.4577 11.7221 15.3332 -0.68 -0.02 -0.04
O 13.1803 12.4368 15.2735 2.53 0.13 0.09
C 12.0713 11.6426 14.9230 1.53 0.08 0.54
C 10.9010 12.5356 14.9685 -2.03 0.59 -0.13
O 10.7202 13.1164 16.2458 -0.53 1.37 -0.16
C 9.8312 14.2779 16.1554 -0.03 -1.45 0.74
H 15.2895 12.3401 15.6713 -0.55 0.65 0.10
H 14.7974 11.3234 14.3772 -0.45 0.03 -0.43
H 14.4297 10.8829 16.0281 -0.38 -0.10 0.16
H 12.0449 10.8679 15.6893 -0.62 -0.55 -0.17
H 12.2402 11.2225 13.9314 -0.35 -0.28 -0.14
H 9.9883 12.0023 14.7027 -0.19 -0.67 0.08
H 10.8649 13.3211 14.2136 0.93 0.23 -0.23
H 9.6674 14.6689 17.1596 0.73 0.19 0.01
H 8.8180 13.9644 15.9038 -0.08 -0.28 -0.58
H 10.1641 15.0294 15.4395 0.29 -0.01 0.11
```
Forces are in eV/Å.

These are the Löwdin partial charges, in e, on atoms 1 to 4:
1. C -0.012
2. C -0.544
3. C -0.150
4. C -0.173